[1]
{"formula": "C26H25F6N6PtSb", "method": "ωB97M-V/def2-TZVPD", "species": ["Pt", "C", "C", "C", "C", "C", "N", "C", "C", "C", "C", "C", "C", "C", "N", "C", "C", "C", "N", "C", "C", "N", "C", "C", "C", "N", "H", "H", "H", "H", "H", "H", "H", "H", "H", "H", "H", "H", "H", "H", "H", "H", "H", "H", "F", "Sb", "F", "F", "F", "F", "F", "N", "C", "C", "C", "C", "C", "C", "H", "H", "H", "H", "H", "H", "H"], "coordinates": [[-0.77873, 0.48610, 0.20558], [5.07871, -2.40653, 2.82015], [3.85040, -2.06560, 2.02491], [3.09112, -3.04729, 1.39403], [1.95772, -2.70823, 0.68813], [1.53419, -1.37717, 0.55985], [0.35925, -1.10814, -0.12063], [0.04318, -1.83191, -1.26806], [1.04753, -2.15559, -2.18772], [0.75438, -2.82442, -3.35694], [-0.55560, -3.19672, -3.65866], [-0.88496, -3.91676, -4.93457], [-1.56100, -2.84130, -2.76944], [-1.27748, -2.16279, -1.59549], [-2.35267, -1.86735, -0.71131], [-3.52323, -2.52532, -0.59301], [-4.29188, -1.87303, 0.34055], [-3.50456, -0.80443, 0.76617], [-2.34245, -0.81727, 0.12413], [2.30470, -0.38617, 1.18599], [3.43024, -0.75105, 1.91758], [2.05201, 1.00233, 1.03716], [2.97691, 1.97679, 1.10553], [2.35121, 3.18936, 0.95222], [1.01311, 2.87918, 0.77119], [0.83023, 1.55895, 0.82008], [5.37467, -3.44145, 2.66531], [4.90144, -2.26024, 3.88702], [5.91231, -1.76282, 2.53983], [3.37512, -4.08755, 1.48319], [1.34368, -3.48000, 0.24528], [2.04769, -1.79240, -1.99883], [1.54494, -3.02494, -4.06798], [-0.03802, -4.50819, -5.27701], [-1.12762, -3.20103, -5.72290], [-1.74450, -4.57336, -4.80814], [-2.58814, -3.06812, -3.02387], [-3.71703, -3.42176, -1.15301], [-5.28002, -2.13120, 0.67176], [-3.71406, -0.05443, 1.51022], [3.99902, 0.01187, 2.43249], [4.01902, 1.75107, 1.23169], [2.80266, 4.16351, 0.93461], [0.20127, 3.54798, 0.56758], [-1.54991, 0.59922, -1.80365], [0.53363, 1.89979, -3.13557], [-0.29486, 2.89974, -1.67800], [1.28239, 0.81578, -1.68706], [2.02828, 2.97068, -2.72615], [1.60674, 0.76906, -4.17016], [0.04185, 3.27681, -4.29231], [-2.04889, 2.12458, 0.32616], [-2.19593, 2.88297, 1.56028], [-2.10759, 2.24230, 2.78301], [-2.25176, 2.97857, 3.94972], [-2.47824, 4.34611, 3.88658], [-2.55698, 4.98016, 2.65522], [-2.41613, 4.24911, 1.48511], [-1.66344, 2.69618, -0.43168], [-2.96100, 1.81611, -0.01201], [-1.91595, 1.17539, 2.82899], [-2.17725, 2.48351, 4.90788], [-2.59384, 4.91638, 4.79724], [-2.72689, 6.04609, 2.60118], [-2.46898, 4.73893, 0.52055]], "lowdin_charge": [1.28, -0.03, -0.24, -0.01, 0.01, -0.21, -0.04, -0.24, 0.00, -0.01, -0.24, -0.03, 0.04, -0.11, -0.04, -0.02, -0.01, -0.10, -0.12, -0.09, 0.03, -0.05, -0.02, 0.00, -0.11, -0.10, 0.08, 0.09, 0.09, 0.12, 0.13, 0.13, 0.13, 0.09, 0.10, 0.09, 0.13, 0.13, 0.11, 0.11, 0.12, 0.13, 0.12, 0.10, -0.51, 1.64, -0.39, -0.37, -0.36, -0.33, -0.32, -0.05, -0.31, -0.06, -0.06, -0.07, -0.06, -0.03, 0.06, 0.11, 0.09, 0.11, 0.11, 0.11, 0.12], "orbital_gap_ev": [5.418, 4.690], "e_above_lowest_kj_mol": 430.6, "multiplicity": 2, "charge": 1}

[2]
{"formula": "C26H25F9N2O4", "method": "ωB97M-V/def2-TZVPD", "species": ["C", "C", "O", "C", "O", "N", "C", "C", "C", "C", "C", "F", "F", "F", "C", "C", "C", "N", "C", "C", "C", "C", "C", "F", "F", "F", "C", "C", "C", "F", "F", "F", "C", "C", "O", "O", "C", "C", "C", "C", "C", "H", "H", "H", "H", "H", "H", "H", "H", "H", "H", "H", "H", "H", "H", "H", "H", "H", "H", "H", "H", "H", "H", "H", "H", "H"], "coordinates": [[1.82592, 4.64335, 4.20291], [2.54034, 3.35891, 3.81199], [1.67233, 2.22685, 3.90532], [0.84777, 2.02867, 2.86784], [0.88723, 2.67832, 1.84737], [-0.03830, 1.00420, 3.05565], [-0.78974, 0.59484, 1.93079], [-1.65569, 1.46777, 1.28467], [-2.43016, 1.01830, 0.23367], [-2.34608, -0.31183, -0.16035], [-3.20380, -0.79645, -1.29428], [-2.67244, -0.48371, -2.49632], [-4.42897, -0.25085, -1.28126], [-3.37381, -2.12323, -1.29443], [-1.46471, -1.18058, 0.46508], [-0.67189, -0.73121, 1.51026], [0.35214, -1.66050, 2.11979], [1.42950, -1.86959, 1.15814], [2.02956, -0.71627, 0.51929], [1.30669, -0.27323, -0.73072], [0.94699, 1.05615, -0.91084], [0.31453, 1.45066, -2.08268], [-0.07162, 2.89744, -2.24264], [-0.33775, 3.22877, -3.51283], [0.88903, 3.73208, -1.82475], [-1.17512, 3.20466, -1.53566], [0.01824, 0.53942, -3.08471], [0.37469, -0.78579, -2.89049], [0.07773, -1.83042, -3.93228], [-0.55119, -1.35368, -5.00694], [1.20607, -2.41866, -4.37816], [-0.68035, -2.82273, -3.43804], [1.01730, -1.19208, -1.73075], [1.83612, -3.14550, 0.92451], [1.36151, -4.11380, 1.46522], [2.83437, -3.20495, 0.01546], [3.31482, -4.51365, -0.26282], [0.90948, -1.16855, 3.47427], [0.01633, -0.07059, 4.05214], [0.40834, 0.34480, 5.46801], [-0.51877, 1.41912, 6.02365], [1.02601, 4.85193, 3.49669], [1.40616, 4.55335, 5.20217], [2.53077, 5.46929, 4.18699], [3.35841, 3.13659, 4.50006], [2.92150, 3.43470, 2.78863], [-1.71484, 2.49466, 1.60353], [-3.10811, 1.69025, -0.26767], [-1.39186, -2.20782, 0.14035], [-0.10507, -2.64729, 2.25548], [2.05140, 0.11197, 1.23125], [3.05920, -0.97475, 0.25537], [1.14425, 1.79129, -0.14328], [-0.48164, 0.84851, -3.98894], [1.29855, -2.22671, -1.61142], [3.76821, -4.95094, 0.62853], [2.49798, -5.15750, -0.59366], [4.05407, -4.39731, -1.05107], [1.91582, -0.76638, 3.33962], [0.97944, -2.00605, 4.16723], [-1.01335, -0.45005, 4.10260], [0.33411, -0.55055, 6.08913], [1.43967, 0.68922, 5.49785], [-0.45204, 2.32682, 5.43112], [-1.55112, 1.07629, 6.01334], [-0.24498, 1.65657, 7.04816]], "lowdin_charge": [-0.05, -0.20, -0.01, -0.52, 0.09, 0.08, -0.15, 0.03, 0.00, -0.10, -0.58, 0.14, 0.15, 0.15, 0.06, -0.09, -0.18, 0.01, -0.06, -0.15, 0.05, -0.08, -0.58, 0.14, 0.15, 0.14, 0.05, -0.10, -0.59, 0.15, 0.14, 0.14, 0.06, -0.55, 0.10, -0.05, -0.04, -0.04, -0.26, -0.20, -0.08, 0.08, 0.08, 0.08, 0.13, 0.12, 0.13, 0.13, 0.14, 0.15, 0.13, 0.14, 0.11, 0.13, 0.13, 0.10, 0.10, 0.10, 0.13, 0.13, 0.16, 0.12, 0.11, 0.06, 0.08, 0.07], "orbital_gap_ev": 9.751, "smiles": "CCOC(=O)N1c2ccc(C(F)(F)F)cc2[C@@H](N(Cc2cc(C(F)(F)F)cc(C(F)(F)F)c2)C(=O)OC)C[C@H]1CC", "e_above_lowest_kj_mol": 0.0}

[3]
{"formula": "C26H25FN5O5SV", "method": "ωB97M-V/def2-TZVPD", "species": ["V", "O", "C", "O", "C", "C", "N", "N", "C", "C", "O", "O", "H", "H", "H", "S", "C", "C", "C", "C", "C", "C", "C", "C", "C", "N", "H", "H", "H", "H", "H", "H", "F", "C", "C", "C", "C", "C", "C", "H", "H", "H", "H", "C", "N", "C", "C", "C", "N", "C", "C", "O", "H", "H", "H", "H", "H", "H", "H", "H", "H", "H", "H", "H"], "coordinates": [[0.71672, -0.28599, -0.02319], [-2.01967, 2.51096, 4.32306], [-1.16215, 3.23652, 3.63903], [-0.96895, 4.46119, 3.82475], [-0.37095, 2.64751, 2.59007], [0.38877, 3.42011, 1.68348], [0.93504, 2.54674, 0.81902], [0.58769, 1.24085, 1.18183], [-0.31419, 1.29231, 2.21991], [-0.77089, -0.03704, 2.65334], [-1.53243, -0.38989, 3.56607], [-0.30538, -0.96361, 1.80251], [-1.90770, 1.52861, 4.11283], [0.59394, 4.47559, 1.72108], [1.60275, 2.72805, 0.06971], [1.37090, -3.44925, -3.48004], [0.79777, -4.28645, -2.04644], [0.55860, -3.54791, -0.91753], [0.74099, -2.12437, -1.13904], [1.15589, -1.97359, -2.46030], [1.56608, -0.70308, -3.00763], [1.90665, -0.53092, -4.37103], [2.41359, 0.67396, -4.82859], [2.60654, 1.64002, -3.81108], [2.25966, 1.34822, -2.49664], [1.63692, 0.26844, -2.08145], [0.69205, -5.34057, -2.11696], [0.22112, -3.95274, 0.02559], [1.70936, -1.37683, -5.01415], [2.60431, 0.90199, -5.87258], [2.99545, 2.62059, -4.01079], [2.47587, 2.09593, -1.75048], [5.61955, -2.68690, 3.12557], [4.66720, -2.17214, 2.28979], [3.40899, -2.76580, 2.29893], [2.37790, -2.19670, 1.54685], [2.56130, -1.03100, 0.84894], [3.84836, -0.54272, 0.73850], [4.92145, -1.10782, 1.42443], [3.18510, -3.59374, 2.96452], [1.41424, -2.69824, 1.64091], [4.02030, 0.33558, 0.10593], [5.91382, -0.70052, 1.25237], [-2.03092, 2.26625, -1.57506], [-2.63071, 1.48518, -0.53487], [-4.03436, 1.70703, -0.18688], [-4.25418, 1.05237, 1.16430], [-4.00660, -0.42557, 1.03553], [-2.92813, -0.73718, 0.08735], [-2.59958, -2.11478, -0.22229], [-2.13756, 0.22492, -0.42930], [-1.04564, -0.06193, -0.98530], [-2.01742, 3.31447, -1.23535], [-2.61673, 2.22480, -2.48789], [-1.00511, 1.87972, -1.74602], [-4.66422, 1.30069, -0.99775], [-4.18218, 2.80321, -0.17061], [-5.28531, 1.21829, 1.51849], [-3.57656, 1.47875, 1.92945], [-4.89689, -0.96193, 0.67320], [-3.72175, -0.83033, 2.02331], [-1.95613, -2.51966, 0.56943], [-1.99305, -2.11578, -1.14333], [-3.53955, -2.70389, -0.32750]], "lowdin_charge": [0.93, 0.15, -0.48, 0.06, -0.07, 0.05, 0.09, -0.03, -0.07, -0.50, 0.05, -0.12, 0.11, 0.14, 0.15, 0.99, -0.42, -0.18, -0.21, -0.49, -0.28, -0.03, -0.03, -0.06, -0.15, 0.06, 0.04, 0.10, 0.08, 0.11, 0.09, 0.09, 0.03, -0.27, -0.01, -0.14, -0.22, -0.14, -0.03, 0.11, 0.08, 0.08, 0.11, -0.03, -0.09, -0.13, -0.14, -0.14, -0.06, -0.01, -0.45, -0.11, 0.10, 0.10, 0.09, 0.14, 0.13, 0.13, 0.12, 0.13, 0.13, 0.09, 0.10, 0.11], "orbital_gap_ev": [7.047, 7.078], "e_above_lowest_kj_mol": 146.2, "multiplicity": 3}

[4]
{"formula": "C26H25GaN4O4", "method": "ωB97M-V/def2-TZVPD", "species": ["Ga", "C", "O", "C", "N", "C", "C", "C", "C", "C", "C", "C", "C", "C", "C", "C", "C", "N", "C", "N", "C", "C", "O", "C", "C", "C", "C", "C", "C", "H", "H", "H", "H", "H", "H", "H", "H", "H", "H", "H", "H", "H", "H", "H", "H", "H", "H", "H", "N", "C", "C", "C", "O", "O", "H", "H", "H", "H", "H", "H"], "coordinates": [[11.51705, 5.93881, 7.24617], [16.26084, 9.29541, 7.59896], [15.18497, 9.31546, 8.63671], [14.16807, 8.57659, 8.06663], [14.29862, 8.27154, 6.81621], [15.53805, 8.92290, 6.33915], [16.22081, 8.01297, 5.34477], [16.85986, 8.54313, 4.22887], [17.50009, 7.73454, 3.31507], [17.59020, 6.36584, 3.56161], [16.92110, 5.81712, 4.65553], [16.32539, 6.65153, 5.56545], [13.10284, 8.08768, 9.00194], [13.13818, 8.81597, 10.19317], [12.07383, 8.64727, 11.08315], [11.08846, 7.73058, 10.85018], [11.12011, 7.05532, 9.61344], [12.12688, 7.17021, 8.67023], [10.13905, 6.03445, 9.42686], [10.02832, 5.34978, 8.30012], [9.09229, 4.17770, 8.57991], [8.96421, 4.17962, 10.12198], [9.57372, 5.48901, 10.55159], [9.44673, 2.86613, 7.87693], [10.75426, 2.36694, 7.79131], [11.04775, 1.21654, 7.08301], [10.01518, 0.37729, 6.65418], [8.71871, 0.84207, 6.82294], [8.41856, 2.08285, 7.34180], [16.88794, 8.44476, 7.88835], [16.85610, 10.22303, 7.70648], [15.23334, 9.80194, 5.74508], [16.81808, 9.63598, 4.04175], [17.94058, 8.16159, 2.43035], [18.11324, 5.76302, 2.85332], [16.77627, 4.78435, 4.75569], [15.82738, 6.20907, 6.41040], [13.90604, 9.53078, 10.27390], [11.95771, 9.20714, 12.00358], [10.28735, 7.61398, 11.59061], [8.07976, 4.42728, 8.19480], [9.64833, 3.44221, 10.50832], [7.96048, 4.03151, 10.54117], [11.56095, 2.90235, 8.31547], [12.03507, 1.11228, 6.71680], [10.22412, -0.58119, 6.24153], [7.93548, 0.25491, 6.35542], [7.37109, 2.38329, 7.46601], [11.04141, 6.93938, 5.60356], [11.85682, 6.47993, 4.44020], [12.18520, 4.98179, 4.39478], [13.19683, 4.56096, 5.47455], [14.34666, 4.08423, 5.27008], [12.75864, 4.66770, 6.72213], [10.00996, 6.86841, 5.43199], [11.20603, 7.94780, 5.81732], [12.82000, 7.07443, 4.43555], [11.34900, 6.80463, 3.50391], [12.61149, 4.82633, 3.42384], [11.27957, 4.39466, 4.56600]], "lowdin_charge": [0.61, -0.02, -0.03, -0.28, 0.18, -0.26, -0.21, -0.04, -0.06, -0.04, -0.06, -0.06, -0.06, 0.09, 0.05, 0.07, -0.14, 0.16, -0.23, 0.14, -0.17, 0.03, 0.06, -0.20, -0.05, -0.05, -0.03, -0.06, -0.03, 0.14, 0.16, 0.16, 0.13, 0.11, 0.11, 0.09, 0.10, 0.13, 0.14, 0.16, 0.16, 0.14, 0.16, 0.12, 0.11, 0.11, 0.12, 0.13, 0.05, -0.18, -0.07, -0.50, 0.09, -0.04, 0.16, 0.15, 0.15, 0.15, 0.13, 0.13], "orbital_gap_ev": 5.146, "charge": 2}

| no. | molecular weight (g mol⁻¹) |
| --- | --- |
| 1 | 852.35 |
| 2 | 600.48 |
| 3 | 589.52 |
| 4 | 527.23 |